No. 1
The following is a quantum chemistry calculation of a molecular structure, C29H18IrN6O4S, from OMol25.

Element x y z (Å)
Ir -0.455 0.243 -0.367
O -2.342 -1.410 2.728
C -1.593 -1.200 1.819
O -1.039 -0.015 1.549
C -1.162 -2.268 0.849
C -1.255 -3.635 1.020
C -0.558 -4.452 0.134
C 0.282 -3.896 -0.829
C 0.332 -2.520 -0.933
N -0.453 -1.770 -0.161
C 1.371 -1.694 -1.660
O 2.058 -2.145 -2.535
O 1.457 -0.476 -1.159
H -1.829 -4.031 1.846
H -0.616 -5.528 0.238
H 0.921 -4.500 -1.458
C -4.798 0.334 -0.131
C -3.444 0.430 0.209
N -2.492 0.241 -0.694
C -2.836 0.023 -1.998
C -4.163 -0.096 -2.406
C -5.159 0.042 -1.419
C -4.442 -0.278 -3.802
C -3.447 -0.232 -4.716
C -2.090 0.004 -4.317
C -1.032 0.223 -5.221
C 0.208 0.544 -4.738
C 0.426 0.598 -3.356
N -0.543 0.347 -2.489
C -1.791 0.084 -2.957
H -5.536 0.488 0.643
H -3.126 0.646 1.219
H -6.203 -0.048 -1.694
H -5.469 -0.422 -4.110
H -3.664 -0.340 -5.770
H -1.213 0.157 -6.287
H 1.038 0.742 -5.400
H 1.403 0.801 -2.945
N 0.350 4.291 0.386
C -0.676 4.594 -0.495
C -1.198 5.816 -0.900
C -2.236 5.773 -1.804
C -2.730 4.550 -2.282
C -2.208 3.341 -1.874
C -1.154 3.364 -0.959
N -0.409 2.352 -0.345
C 0.472 2.961 0.442
C 1.431 2.191 1.206
C 2.407 2.551 2.082
S 3.229 1.160 2.623
C 2.229 0.177 1.659
N 1.347 0.846 0.983
H 0.916 4.954 0.891
H -0.808 6.753 -0.526
H -2.679 6.695 -2.152
H -3.546 4.559 -2.992
H -2.614 2.424 -2.267
H 2.684 3.533 2.428
H 2.336 -0.896 1.615

Atomic forces in eV per Å
Ir 0.1463 0.0145 0.6585
O 0.0830 0.0565 0.1015
C -0.2832 -0.0923 -0.1692
O 0.0248 0.2404 0.0051
C 0.1390 -0.0492 0.0144
C 0.0001 -0.0063 -0.0201
C -0.0064 -0.0255 -0.0075
C -0.0203 0.0319 0.0120
C -0.0649 0.0107 0.1253
N 0.1340 0.1206 -0.1340
C -0.1356 -0.1491 -0.0796
O 0.0568 0.0462 -0.0051
O 0.1095 -0.1727 -0.0158
H 0.0022 0.0068 0.0044
H 0.0041 0.0008 0.0027
H 0.0007 0.0028 -0.0028
C 0.0475 -0.0033 0.0500
C 0.0049 -0.0550 0.0219
N 0.1902 -0.0272 -0.3627
C -0.1290 0.0248 0.1055
C 0.0292 -0.0166 0.0025
C -0.0336 -0.0032 -0.0173
C 0.0103 -0.0074 -0.0129
C -0.0316 -0.0100 -0.0012
C 0.0145 -0.0040 0.0268
C 0.0017 -0.0124 -0.0318
C 0.0418 0.0004 0.0341
C -0.0095 -0.0340 -0.0177
N -0.0368 0.2710 0.0571
C -0.0234 -0.0025 -0.0885
H 0.0012 -0.0049 0.0066
H -0.0215 0.0239 0.0136
H -0.0006 -0.0088 0.0006
H -0.0024 0.0011 0.0056
H 0.0043 0.0040 -0.0029
H -0.0004 0.0027 -0.0013
H 0.0002 -0.0023 -0.0042
H 0.0026 0.0217 -0.0107
N 0.0359 0.0314 0.0379
C -0.0382 -0.0937 -0.0273
C 0.0266 0.0028 0.0149
C -0.0076 0.0151 -0.0028
C -0.0046 -0.0250 -0.0021
C 0.0293 0.0472 0.0101
C -0.0708 0.1162 -0.0163
N -0.0031 -0.1503 0.0240
C -0.0229 -0.0202 0.0005
C -0.0313 0.0424 0.0237
C 0.0154 0.0129 -0.0126
S -0.0632 -0.0269 -0.0168
C 0.0965 0.0261 0.0698
N -0.2119 -0.1299 -0.3363
H -0.0016 0.0015 -0.0036
H -0.0035 0.0039 -0.0003
H 0.0028 0.0027 0.0019
H 0.0011 -0.0003 -0.0012
H -0.0136 -0.0539 -0.0130
H 0.0016 0.0013 0.0003
H 0.0138 0.0025 -0.0137

Summary:
frontier orbital gap (spin up / spin down): 7.75 / 6.64 eV
energy relative to the best compared isomer or geometry (same formula, charge and spin): 0.440 eV
spin multiplicity: 2
net charge: +2
expectation value of S²: 0.757
LUMO energy (spin up / spin down): -6.530 / -7.642 eV

Mulliken population analysis, charges in e, atoms 1 to 6: number 1, Ir, carries 0.99; number 2, O, carries -0.57; number 3, C, carries 0.02; number 4, O, carries -0.78; number 5, C, carries 0.96; number 6, C, carries -0.84

---

No. 2
The following is a quantum chemistry calculation of a molecular structure, C29H19BrF11N6O11S2Sm in a non-equilibrium geometry, from OMol25.

Element x y z (Å)
Sm 9.417 10.633 11.878
C 7.774 13.715 15.655
O 9.185 13.495 15.473
C 9.548 12.808 14.377
O 8.780 12.242 13.596
N 10.905 12.767 14.275
N 11.456 11.916 13.318
H 7.730 14.492 16.426
H 7.341 12.785 15.984
H 7.334 14.094 14.764
H 11.449 13.108 15.047
H 11.744 11.037 13.735
H 12.191 12.360 12.820
O 8.650 18.853 11.070
C 7.548 18.155 10.787
O 6.573 18.662 10.305
C 7.613 16.681 10.999
C 6.461 16.000 11.309
C 6.477 14.639 11.369
C 7.641 13.917 11.137
C 8.834 14.574 10.880
C 8.793 15.983 10.816
N 7.606 12.483 10.975
C 6.796 12.090 10.079
C 6.595 10.671 9.758
C 5.632 10.309 8.872
C 5.491 8.939 8.566
C 6.255 8.054 9.268
C 7.259 8.510 10.145
N 7.392 9.804 10.380
H 9.229 18.282 11.604
H 5.526 16.525 11.446
H 5.561 14.110 11.549
H 9.750 13.973 10.753
H 9.673 16.512 10.464
H 6.203 12.757 9.488
H 5.046 11.088 8.500
H 4.746 8.581 7.861
H 6.279 7.015 8.969
H 7.935 7.777 10.593
F 6.692 7.518 16.340
C 6.705 8.049 15.140
F 5.665 8.876 15.118
F 6.622 7.079 14.227
S 8.288 8.898 14.787
O 8.159 9.178 13.338
O 8.281 10.078 15.663
N 9.299 7.748 15.116
S 10.807 8.233 15.038
O 11.663 7.129 14.841
O 10.946 9.376 14.192
C 11.206 8.865 16.727
F 11.346 10.183 16.763
F 12.344 8.325 17.106
F 10.209 8.519 17.543
F 13.041 11.109 5.563
C 12.274 11.105 6.662
C 11.099 10.382 6.770
F 10.729 9.609 5.766
C 10.316 10.521 7.869
F 9.203 9.759 7.953
C 10.654 11.394 8.912
O 9.866 11.550 9.938
C 11.862 12.087 8.795
F 12.219 12.945 9.787
C 12.670 11.920 7.710
F 13.791 12.616 7.573
Br 15.521 8.833 7.236
C 14.150 8.047 8.156
C 13.661 6.803 7.783
N 12.594 6.262 8.345
C 11.930 6.949 9.274
C 12.315 8.206 9.709
C 13.488 8.724 9.168
C 11.419 8.923 10.727
O 10.274 8.461 10.944
O 11.741 10.046 11.236
H 14.098 6.201 6.988
H 11.001 6.529 9.641
H 13.797 9.715 9.509

Atomic forces in eV per Å
Sm 0.8523 -0.2561 -0.5350
C 0.7186 0.2353 0.9363
O 0.2735 -0.2491 -1.2155
C 0.4439 -0.1776 0.9700
O 0.3014 0.5318 0.2666
N -0.6881 0.0656 -0.2108
N -1.0773 -0.3487 0.2611
H -0.1163 -0.3555 -0.0882
H -0.4022 -0.1995 0.0517
H -0.4087 0.1031 -0.8103
H 0.0873 0.0160 0.1872
H 0.2348 0.0264 -0.0350
H 0.5916 0.3618 -0.5476
O 0.4868 0.0165 0.5208
C -0.7918 -0.3352 -0.7124
O 0.1721 0.3019 0.2397
C 0.6168 0.3009 0.2069
C -0.6304 0.3111 0.0254
C -0.1443 -0.8383 0.0681
C 0.3476 -0.5975 -0.5255
C 0.2328 0.5289 0.4743
C 0.5972 -0.9952 -0.3955
N -0.5273 0.5456 0.0946
C 0.2867 -0.6112 0.5284
C 0.5746 0.2649 0.6902
C 0.2793 -1.6402 0.0152
C -0.8032 1.0186 0.2978
C 1.4117 -0.5077 -0.4295
C -0.8412 -0.1402 -0.5346
N 1.0059 -0.7357 0.8669
H -0.0141 0.3518 -0.2360
H 0.0436 0.1627 -0.0003
H -0.2890 -0.2540 0.1501
H -0.4864 0.5368 -0.2397
H 0.0976 -0.0464 0.2263
H -0.3331 0.7229 -0.2928
H -1.0264 0.8024 -1.0031
H 0.1719 0.1717 0.0120
H -0.3099 -0.1647 0.3235
H -0.0768 0.5842 0.1091
F 0.4513 -0.5075 0.6504
C 0.1165 -0.4835 0.1157
F 0.1723 0.1437 -0.9392
F -0.7259 0.1135 0.0007
S -1.1701 1.9561 0.7893
O 0.1411 0.0245 0.7341
O 0.3813 -1.4798 -1.1822
N -0.0928 0.6105 -0.1519
S -0.1825 -1.1341 0.2901
O 0.4491 -0.5958 -0.0263
O 0.0482 1.3388 -1.0479
C -0.5953 -0.1365 0.1101
F -0.0783 0.3901 -0.1444
F 0.2992 -0.2413 0.4683
F 0.4252 0.0210 0.3032
F -0.2470 -0.3800 -0.0821
C 0.3846 0.2367 0.2026
C 1.0575 0.3969 -0.8911
F -0.2577 -0.5461 -0.5048
C -0.4644 -0.0773 0.8653
F 0.0718 0.3006 0.1031
C -0.2159 -0.1277 0.0017
O -0.1071 0.1687 0.2440
C -0.3854 0.2150 0.8716
F -0.1000 -0.3733 -0.3804
C -0.0010 0.0316 -0.7116
F 0.4033 0.2492 0.1217
Br 1.1092 0.5303 -0.5748
C -1.2302 -0.3479 0.7588
C -0.0512 -0.3215 -0.1632
N -0.4893 -0.1713 0.2751
C -0.2291 -0.0380 -0.3878
C -0.0363 -0.1361 0.7085
C -0.3379 0.9835 0.3988
C 0.4669 1.0914 -0.4788
O -0.6608 -0.3496 0.1097
O 0.3610 -0.7493 -0.1557
H 0.2156 0.3257 0.1189
H 0.1297 -0.1564 0.0754
H 0.1129 -0.2824 -0.2056

Summary:
frontier orbital gap (spin up / spin down): 7.21 / 7.23 eV
energy relative to the best compared isomer or geometry (same formula, charge and spin): 0.000 eV
spin multiplicity: 6
net charge: 0
expectation value of S²: 8.758
LUMO energy (spin up / spin down): -1.076 / -1.053 eV

Mulliken population analysis, charges in e, atoms 1 to 6: number 1, Sm, carries 0.91; number 2, C, carries -0.62; number 3, O, carries -0.50; number 4, C, carries 0.70; number 5, O, carries -0.39; number 6, N, carries -0.26